Entry 1:
DFT (ωB97M-V/def2-TZVPD) results for a 2-piece molecular cluster, C6H13NO overall.

```
21
Properties=species:S:1:pos:R:3:forces:R:3:lowdin_charge:R:1
C -2.21328 2.14138 -1.79217 0.317 0.593 0.286 -0.12
C -1.36317 1.01876 -1.26874 0.385 1.359 0.063 -0.17
C -0.03163 1.15047 -1.18434 -0.644 -1.125 1.157 -0.14
C 0.84992 0.11976 -0.60515 1.043 -0.502 -0.372 -0.14
C 0.52389 -0.95504 0.13325 -0.821 1.110 0.020 -0.19
N 1.39080 -1.85113 0.70826 0.179 0.669 0.076 -0.09
C 1.02497 -3.20438 1.00006 -0.103 -0.113 1.622 -0.11
H -2.47271 1.95682 -2.83480 -0.612 -0.003 0.133 0.07
H -3.05151 2.35363 -1.12555 -0.447 -0.486 -0.423 0.07
H -1.70508 3.11183 -1.77866 0.453 -0.268 -0.142 0.07
H -1.91156 0.17378 -0.87329 0.244 -0.357 -0.248 0.10
H 0.42573 2.10146 -1.42110 0.056 -0.011 -0.390 0.10
H 1.90861 0.16965 -0.86326 -0.053 0.293 -0.052 0.10
H -0.51919 -1.00912 0.44845 0.031 -0.603 -0.107 0.12
H 2.34064 -1.52318 0.82759 -0.185 -0.468 -0.182 0.13
H 1.26221 -3.48703 2.04113 0.604 0.156 -0.288 0.08
H 1.49040 -3.93002 0.34152 -0.311 -0.206 -0.283 0.07
H -0.05836 -3.28725 1.08973 -0.096 -0.036 -0.900 0.08
O -0.07626 1.61578 2.25115 0.127 -0.648 1.376 -0.07
H -0.03659 1.72114 1.30544 0.159 -0.448 -0.549 -0.01
H 0.25145 0.72174 2.50422 -0.327 1.096 -0.797 0.05
```
Forces are in eV/Å.

Properties
**Orbital gap**: 8.433 eV
**Lowest unoccupied orbital energy**: 0.882 eV
**SMILES**: C/C=C/C=C/NC.O

---

Entry 2:
DFT (ωB97M-V/def2-TZVPD) results for one molecule with the formula C6H13NO.

```
21
Properties=species:S:1:pos:R:3:forces:R:3:lowdin_charge:R:1
C -2.56324 0.60048 0.71914 0.059 -0.172 0.097 -0.01
C -1.54150 1.09221 0.01327 0.051 0.127 -0.398 -0.21
N -0.37006 0.47228 -0.38232 0.667 -0.037 0.281 -0.15
C 0.29221 0.88652 -1.62146 -0.233 0.153 0.207 -0.05
C 0.25312 -0.64018 0.34822 -0.113 -0.556 -0.596 -0.39
C -0.27535 -1.98081 -0.15527 0.272 -0.385 -0.078 -0.02
O 1.67436 -0.65579 0.16818 -0.709 0.251 0.261 -0.16
C 2.34325 0.28975 0.99115 0.138 -0.062 -0.256 -0.09
H -2.59255 -0.42720 1.05642 0.035 0.017 0.073 0.03
H -3.43357 1.21566 0.92182 0.263 -0.015 0.054 0.04
H -1.61391 2.11545 -0.35515 -0.048 -0.094 -0.049 0.11
H 0.67673 0.02385 -2.17540 -0.027 0.100 0.209 0.09
H 1.11888 1.57060 -1.40924 0.116 -0.076 -0.158 0.08
H -0.40777 1.40474 -2.28731 0.003 -0.142 0.293 0.09
H 0.03740 -0.56861 1.42275 -0.165 0.374 -0.118 0.15
H -1.31243 -2.14359 0.15141 0.126 0.175 -0.033 0.07
H -0.23458 -2.04540 -1.24748 0.025 0.145 0.121 0.08
H 0.33093 -2.80485 0.23708 -0.097 0.160 0.041 0.08
H 3.42021 0.14485 0.86452 -0.213 -0.069 -0.066 0.09
H 2.09955 1.31293 0.69331 -0.073 0.051 0.117 0.08
H 2.09838 0.13709 2.04628 -0.079 0.055 -0.002 0.09
```
Forces are in eV/Å.

Properties
**Orbital gap**: 8.832 eV
**Lowest unoccupied orbital energy**: 1.012 eV
**SMILES**: C=CN(C)[C@@H](C)OC

---

Entry 3:
DFT (ωB97M-V/def2-TZVPD) results for one molecule with the formula C6H13NO.

```
21
Properties=species:S:1:pos:R:3:forces:R:3:lowdin_charge:R:1
C 1.41783 -1.31682 -2.45201 0.807 1.007 0.139 -0.11
C 0.13752 -1.45115 -1.65680 -0.143 -0.238 -0.070 -0.18
C 0.12136 -0.69517 -0.32419 -1.353 -0.961 0.293 -0.51
O 0.27237 -1.32799 0.70926 0.411 0.328 0.104 0.05
N -0.33164 0.58276 -0.32946 -0.003 1.013 0.023 0.08
C -0.63445 1.41023 0.88678 0.225 0.126 -1.836 -0.39
C 0.65144 1.86638 1.56108 -0.410 0.214 1.340 -0.05
C -1.73245 0.77574 1.69868 -1.414 -1.353 0.455 -0.07
H 1.30999 -1.89993 -3.35352 0.105 0.237 -0.580 0.06
H 1.62753 -0.23168 -2.63645 -0.338 -0.841 -0.430 0.08
H 2.34832 -1.65111 -1.99192 -0.288 -0.315 0.498 0.07
H -0.07949 -2.49423 -1.38598 0.330 0.271 0.002 0.12
H -0.67466 -1.18077 -2.35503 0.109 0.353 0.599 0.11
H -0.18420 1.12058 -1.16970 -0.194 -0.176 -0.084 0.13
H -1.12946 2.30811 0.47950 0.478 -0.286 -0.225 0.13
H 1.54646 1.66937 0.96716 -0.183 -0.195 0.269 0.08
H 0.61756 2.93737 1.78295 -0.016 0.017 -0.272 0.07
H 0.66496 1.41920 2.56275 0.669 -0.266 -0.320 0.08
H -1.58932 0.65847 2.77955 0.094 0.736 -0.193 0.08
H -2.00205 -0.24778 1.43167 0.870 -0.265 -0.373 0.07
H -2.70125 1.21683 1.43319 0.242 0.593 0.662 0.08
```
Forces are in eV/Å.

Properties
**Orbital gap**: 10.249 eV
**Lowest unoccupied orbital energy**: 0.866 eV
**SMILES**: CCC(=O)NC(C)C

---

Entry 4:
DFT (ωB97M-V/def2-TZVPD) results for a 2-piece molecular cluster, C6H13NO overall.

```
21
Properties=species:S:1:pos:R:3:forces:R:3:lowdin_charge:R:1
C -0.05126 -0.59374 -2.23455 0.417 -0.102 0.604 0.02
C -0.28524 0.27742 -1.25574 -0.636 -1.405 1.895 -0.25
C -0.33835 1.75447 -1.51990 -0.012 0.047 0.704 -0.08
C -0.79549 -0.32543 0.31730 -2.042 2.083 -4.043 -0.39
C -1.47599 -1.48388 0.39957 0.233 -0.375 0.162 -0.03
O -1.23823 0.78084 0.99965 0.551 -0.055 0.006 0.00
H 0.22631 -0.27766 -3.23384 -0.136 0.134 0.049 0.06
H -0.04194 -1.66128 -2.05556 -0.124 -0.035 0.013 0.06
H -1.33101 2.14629 -1.29180 0.009 -0.022 0.007 0.08
H -0.10129 1.99608 -2.55863 0.034 -0.214 0.101 0.08
H 0.35580 2.28458 -0.86379 -0.004 0.090 -0.039 0.08
H -1.10685 -2.38698 -0.05329 -0.083 -0.045 -0.441 0.04
H -2.39887 -1.56818 0.95197 0.107 0.062 0.479 0.04
H -1.82449 0.49729 1.71218 0.085 -0.125 0.011 0.11
C 1.64736 0.18673 1.92496 0.188 -0.325 -0.678 -0.15
N 1.23888 -0.82234 0.94753 1.119 1.722 0.419 -0.06
H 1.28740 -0.09075 2.91407 0.173 0.049 0.035 0.08
H 1.22897 1.16302 1.66618 -0.125 0.003 0.076 0.06
H 2.73177 0.28444 1.90071 0.149 0.099 0.513 0.06
H 0.82561 -1.65330 1.36415 0.518 0.311 -1.406 0.09
H 1.44693 -0.50762 -0.03118 -0.423 -1.894 1.531 0.10
```
Forces are in eV/Å.

Properties
**Orbital gap**: 7.986 eV
**Lowest unoccupied orbital energy**: 0.859 eV
**SMILES**: C=C(C)C(=C)O.CN

---

Entry 5:
DFT (ωB97M-V/def2-TZVPD) results for a 2-piece molecular cluster, C6H13NO overall.

```
21
Properties=species:S:1:pos:R:3:forces:R:3:lowdin_charge:R:1
C 3.71838 0.44820 -1.26340 -1.377 0.373 -1.012 0.01
C 2.42277 0.13230 -1.33407 0.425 0.030 0.738 -0.14
C 1.87860 -0.77383 -0.22494 -0.878 0.371 -1.314 -0.26
O 0.87249 -0.05883 0.51717 0.517 -0.575 0.515 -0.10
H 4.18739 1.16108 -1.92715 0.070 -0.130 -0.115 0.06
H 4.29454 -0.02127 -0.51819 0.883 -0.259 0.811 0.04
H 1.77513 0.57641 -2.10336 0.101 -0.346 0.501 0.10
H 1.41472 -1.69367 -0.64146 0.347 0.331 0.174 0.12
H 2.72168 -1.02699 0.40022 0.170 -0.256 0.284 0.10
H 0.82396 -0.49768 1.38896 -0.201 0.403 -0.628 0.10
C -2.85521 -1.77484 0.74584 0.733 0.811 0.463 -0.03
C -2.74233 -0.44493 0.87807 0.570 1.122 -0.285 -0.23
N -2.10845 0.43279 -0.02397 -0.578 -1.342 0.183 -0.10
C -1.65334 1.76113 0.25983 0.650 0.983 1.770 -0.15
H -2.20036 -2.36196 0.14356 0.080 -0.111 -1.025 0.03
H -3.37081 -2.34047 1.47463 -0.553 -0.265 0.728 0.02
H -3.12391 0.06610 1.76220 -0.462 -0.078 -0.309 0.11
H -1.49475 -0.07765 -0.62531 0.309 -0.038 -0.344 0.09
H -1.07004 2.17364 -0.58052 -0.265 -0.403 0.374 0.08
H -2.46833 2.46754 0.46478 -0.197 -0.298 -0.340 0.07
H -1.02212 1.85291 1.20712 -0.344 -0.324 -1.169 0.09
```
Forces are in eV/Å.

Properties
**Orbital gap**: 8.615 eV
**Lowest unoccupied orbital energy**: 0.867 eV
**SMILES**: C=CCO.C=CNC